C16H30NO14P2 | wB97M-V/def2-TZVPD

Properties
HOMO   -0.127 Eh
Max |F|   3.951 eV/A
Charge   -1
LUMO level   2.4 eV

```
63
C16H30NO14P2 (wB97M-V/def2-TZVPD)
C -1.642 3.468 -3.510
C -1.586 3.165 -2.324
C -1.725 2.325 -1.022
C -2.795 3.020 -0.042
O -4.103 2.460 -0.452
N -3.773 1.143 -0.691
O -4.410 0.742 -1.621
P -0.040 2.236 -0.188
P 0.720 0.245 -0.770
O -0.497 -0.638 -0.883
O 1.877 -0.375 0.267
O 1.433 0.430 -2.288
H -1.709 3.667 -4.602
H -2.780 4.141 -0.101
H -2.647 2.650 1.022
H 0.797 3.282 -0.699
H 2.398 -0.997 -0.290
H 0.791 0.964 -2.807
C 4.901 -4.176 5.205
C 3.467 -4.469 5.600
O 2.658 -3.291 5.527
C 2.282 -2.926 4.290
O 2.557 -3.503 3.268
O 1.571 -1.800 4.388
C 1.184 -1.242 3.126
H 5.301 -3.349 5.796
H 5.529 -5.057 5.354
H 4.969 -3.881 4.157
H 3.438 -4.801 6.640
H 3.036 -5.270 4.994
H 0.665 -1.976 2.510
H 2.059 -0.856 2.606
H 0.503 -0.415 3.322
C 3.160 5.317 -6.491
C 2.675 6.049 -5.254
O 2.432 5.141 -4.176
C 3.521 4.704 -3.533
O 4.663 5.012 -3.777
O 3.126 3.843 -2.589
C 4.199 3.225 -1.886
H 2.468 4.516 -6.757
H 3.251 6.004 -7.334
H 4.133 4.854 -6.319
H 1.722 6.535 -5.471
H 3.374 6.832 -4.949
H 4.885 3.968 -1.477
H 4.728 2.536 -2.547
H 3.776 2.655 -1.060
C -3.634 -2.439 -0.125
C -4.395 -3.686 -0.525
O -4.610 -4.554 0.603
C -5.586 -4.188 1.437
O -6.295 -3.221 1.324
O -5.628 -5.076 2.445
C -6.570 -4.748 3.462
H -2.708 -2.702 0.389
H -3.393 -1.833 -1.000
H -4.217 -1.825 0.563
H -3.803 -4.256 -1.244
H -5.344 -3.444 -1.009
H -7.564 -4.581 3.045
H -6.233 -3.867 4.012
H -6.621 -5.589 4.153
```


C16H31BrGaO9 | wB97M-V/def2-TZVPD

Properties
HOMO   -0.178 Eh
Max |F|   2.291 eV/A
Charge   -1
Energy relative to the best compared isomer or geometry (same formula, charge and spin)   0.0 kJ/mol
LUMO level   2.3 eV

```
58
C16H31BrGaO9 (wB97M-V/def2-TZVPD)
C -4.364 1.013 0.933
C -3.263 1.537 -0.012
C -2.134 0.509 -0.288
Ga -0.481 0.659 0.905
C -0.751 -0.061 2.827
C -2.042 -0.912 3.024
C 1.006 -0.547 0.105
O 1.190 -0.346 -1.334
C 1.995 -1.262 -1.898
C 1.769 -1.593 -3.361
O 2.893 -1.806 -1.321
C 0.280 2.579 1.029
C -0.640 3.635 1.578
O -0.817 4.661 1.002
Br -1.673 3.392 3.230
H -4.042 1.028 1.976
H -5.274 1.619 0.872
H -4.616 -0.012 0.645
H -3.747 1.788 -0.967
H -2.910 2.488 0.399
H -2.569 -0.497 -0.206
H -1.808 0.615 -1.330
H 0.101 -0.720 3.052
H -0.670 0.764 3.539
H -2.625 -0.585 3.891
H -1.765 -1.958 3.195
H -2.661 -0.890 2.128
H 1.937 -0.418 0.667
H 0.717 -1.595 0.266
H 0.851 -2.159 -3.529
H 1.738 -0.695 -3.985
H 2.594 -2.194 -3.736
H 1.204 2.554 1.616
H 0.548 2.920 0.027
C -0.883 -1.985 -9.166
O -0.086 -1.533 -8.074
C -0.145 -0.216 -7.867
O -0.788 0.569 -8.510
O 0.634 0.071 -6.828
C 0.669 1.457 -6.485
H -0.750 -3.062 -9.229
H -1.935 -1.766 -8.992
H -0.551 -1.531 -10.099
H -0.322 1.810 -6.205
H 1.064 2.048 -7.310
H 1.332 1.554 -5.630
C 2.372 -2.585 8.198
O 3.018 -1.371 7.826
C 2.650 -0.913 6.623
O 1.861 -1.434 5.888
O 3.318 0.215 6.393
C 3.024 0.831 5.134
H 2.748 -2.855 9.182
H 1.294 -2.447 8.255
H 2.614 -3.381 7.495
H 1.974 1.112 5.073
H 3.288 0.172 4.310
H 3.631 1.730 5.074
```